(1)
Molecular formula: C20H17FLaN4S
Method: DFT, the ωB97M-V functional and the def2-TZVPD basis

Computed properties:
- LUMO level: -3.79 eV
- Orbital gap: 6.86 eV
- Total energy: -41383.685 eV
- Charge: +1

XYZ file:
```
44
Properties=species:S:1:pos:R:3:forces:R:3:mulliken_charge:R:1
La 0.0015 1.8417 0.1240 0.5 0.1 0.9 1.5746
N -4.7737 1.2660 0.8711 0.1 0.0 0.0 -0.3749
C -3.4678 1.1976 0.5609 -0.3 -0.1 0.1 0.5342
S -2.6434 2.7521 0.5946 0.3 -0.1 -0.2 -0.5630
N -3.0280 -0.0059 0.2699 0.5 0.3 0.0 -0.8491
N -1.6728 -0.0827 0.0600 -0.5 -0.2 -0.2 0.0005
C -1.2338 -1.2356 -0.3236 0.3 0.0 0.1 0.6266
C -2.0833 -2.4085 -0.6266 -0.1 0.1 -0.1 0.2485
C -1.9081 -3.5913 0.0833 0.0 -0.1 0.0 0.0587
C -2.6938 -4.6973 -0.2052 0.0 0.0 0.0 -0.7596
C -3.6386 -4.6304 -1.2181 0.0 0.0 0.0 -0.3785
C -3.8059 -3.4533 -1.9373 0.0 0.0 0.0 -0.7768
C -3.0388 -2.3410 -1.6380 0.0 0.0 0.0 -0.0745
C 0.2477 -1.3991 -0.4015 -0.5 -0.1 0.0 0.1617
C 0.7918 -2.3954 -1.2013 0.2 0.0 0.2 -0.5755
C 2.1655 -2.5767 -1.1955 0.0 0.0 -0.1 -0.4651
C 2.9503 -1.7682 -0.3901 0.0 0.1 0.1 -0.5798
C 2.3325 -0.7740 0.3471 0.0 -0.1 0.0 -0.4845
N 1.0099 -0.5741 0.3453 0.0 0.1 -0.2 -0.6456
H -5.1998 2.1479 1.0860 0.0 0.0 0.0 0.1871
H -5.3145 0.4176 0.8897 0.0 0.0 0.0 0.2382
H -1.1661 -3.6504 0.8707 0.0 0.0 0.0 0.4762
H -2.5656 -5.6113 0.3585 0.0 0.0 0.0 0.4098
H -4.2456 -5.4951 -1.4491 0.0 0.0 0.0 0.4156
H -4.5423 -3.4010 -2.7278 0.0 0.0 0.0 0.4075
H -3.1848 -1.4171 -2.1818 0.0 0.0 0.0 0.4180
H 0.1407 -3.0216 -1.7929 0.0 0.0 0.0 0.5218
H 2.6151 -3.3472 -1.8073 0.0 0.0 0.0 0.4640
H 4.0217 -1.8923 -0.3317 0.0 0.0 0.0 0.4330
H 2.9096 -0.1171 0.9832 0.0 0.0 0.0 0.7386
F 3.8970 4.9734 3.5724 0.0 0.0 0.0 -0.3083
C 3.4630 4.3855 2.4488 0.0 0.0 0.0 0.4097
C 4.0031 3.1620 2.0855 -0.1 0.0 0.0 -0.7898
C 3.5585 2.5500 0.9273 -0.1 0.1 0.1 -0.0660
C 2.5981 3.1582 0.0977 -0.1 -0.1 -0.3 0.0337
C 2.0831 2.5195 -1.1209 -0.1 -0.1 -0.7 -1.7317
C 2.0665 4.3887 0.5238 -0.3 -0.1 0.2 -0.2774
C 2.4985 5.0135 1.6900 0.0 -0.1 0.0 -0.6774
H 4.7707 2.7160 2.7029 0.0 0.0 0.0 0.4583
H 4.0120 1.6182 0.6168 0.1 0.0 -0.1 0.6737
H 2.6885 1.6939 -1.5004 0.1 0.0 0.2 0.4073
H 1.9258 3.2090 -1.9533 0.0 0.2 0.1 0.5204
H 1.3427 4.9009 -0.1061 0.1 0.0 0.0 0.4953
H 2.1130 5.9748 1.9989 0.0 0.0 0.0 0.4645
```
Positions in Å, forces in eV/Å.

---

(2)
Molecular formula: C38H50Br2MnN7OS3SbSi3
Method: DFT, the ωB97M-V functional and the def2-TZVPD basis

Computed properties:
- ⟨S²⟩: 0.84
- LUMO level (alpha / beta): -1.07 / -1.09 eV
- Energy above the lowest of the compared OMol25 structures with the same formula, charge and spin: 0.000 eV
- Multiplicity: 2
- Orbital gap (alpha / beta): 5.83 / 5.81 eV
- Total energy: -286782.087 eV

XYZ file:
```
106
Properties=species:S:1:pos:R:3:forces:R:3:mulliken_charge:R:1
Mn 1.1125 1.4002 0.0752 0.5 -0.6 -0.1 -0.0866
Br 4.9914 -5.4123 0.8353 0.0 0.0 0.0 -0.1936
C 4.2786 -4.5130 2.3411 0.0 0.0 0.0 0.0593
C 5.0495 -4.3773 3.4826 0.0 0.0 0.0 -0.5278
C 4.5161 -3.7123 4.5753 0.0 0.1 -0.1 -0.0094
C 3.2434 -3.1532 4.5234 0.3 0.2 0.0 -0.2937
C 2.4662 -3.3386 3.3784 -0.1 -0.2 0.1 0.0283
C 2.9837 -4.0182 2.2895 0.0 0.0 0.0 -0.5660
N 2.8300 -2.5279 5.7497 -0.7 -0.7 0.0 -0.4921
N 1.9213 -1.6776 5.8191 0.7 0.6 -0.1 -0.5896
C 1.4848 -0.9330 4.6952 -0.4 -0.1 0.1 0.0035
C 0.1354 -0.6288 4.6752 0.0 -0.1 0.0 -0.1647
C -0.4965 -0.0540 3.5756 0.0 0.1 0.0 -0.5616
C 0.2367 0.2740 2.4302 0.1 -0.2 0.1 1.5932
O -0.2750 0.7096 1.3384 0.1 0.3 0.1 -0.2552
C 1.6784 0.1376 2.5280 -0.2 -0.1 0.0 -1.1969
N 2.3756 0.6428 1.4760 -0.1 0.0 0.1 1.0790
C 3.6865 0.6183 1.4989 0.0 -0.1 0.0 -0.5074
C 4.4031 0.1140 2.5969 0.0 0.0 0.0 -1.5752
C 3.7219 -0.4072 3.6595 0.0 0.0 0.0 -1.0237
C 2.3065 -0.4397 3.6455 0.2 0.1 0.0 1.1887
H 6.0473 -4.7913 3.5215 0.0 0.0 0.0 0.4325
H 5.0833 -3.6103 5.4915 0.0 0.0 0.0 0.4648
H 1.4480 -2.9793 3.3266 0.0 0.1 0.0 0.5042
H 2.3832 -4.1470 1.3993 0.0 0.0 0.0 0.5197
H -0.4435 -0.9220 5.5436 0.0 0.0 0.0 0.4516
H -1.5646 0.1211 3.5731 0.0 0.0 0.0 0.2556
H 4.1965 1.0131 0.6286 0.0 0.0 0.0 0.5740
H 5.4838 0.1445 2.5880 0.0 0.0 0.0 0.4599
H 4.2619 -0.7735 4.5223 0.0 0.0 0.0 0.6580
C 2.3186 3.2511 3.3298 0.0 0.0 0.0 -1.0887
C 1.0360 3.4648 2.5961 0.2 -0.1 -0.1 0.5783
N 0.8410 3.1759 1.3343 -0.4 0.1 -0.1 0.1962
C -0.4263 3.5538 0.9371 -0.2 0.2 -0.2 0.0291
C -1.2150 4.0841 1.8992 0.2 0.0 0.1 -0.3156
S -0.3242 4.1663 3.3583 -0.1 0.0 0.0 -0.2492
C -0.7482 3.4414 -0.4873 0.0 0.2 0.2 -1.0709
C -1.4037 4.3694 -1.2241 -0.2 -0.2 -0.1 -0.2588
S -1.4349 3.8590 -2.8575 0.0 0.0 0.0 -0.2259
C -0.5144 2.4639 -2.4591 0.0 -0.2 0.0 0.1986
N -0.2330 2.3743 -1.1892 0.1 0.4 0.2 1.3119
C -0.0983 1.4762 -3.4906 0.0 0.0 0.0 -0.5830
H 3.1495 3.2821 2.6282 0.0 0.0 0.0 0.2051
H 2.3240 2.2812 3.8290 0.0 0.0 0.0 0.1211
H 2.4618 4.0213 4.0863 0.0 0.0 0.0 0.5374
H -2.2444 4.3899 1.8250 0.0 0.0 0.0 0.5293
H -1.8467 5.2930 -0.8931 0.0 0.0 0.0 0.5172
H 0.7768 1.8399 -4.0348 0.0 0.0 0.0 0.2924
H -0.8991 1.3055 -4.2096 0.0 0.0 0.0 0.5836
H 0.1530 0.5404 -2.9926 0.0 0.0 0.0 -0.5132
Br 1.1535 -0.8903 -1.0187 0.2 -0.1 0.0 -0.6417
N 5.5733 3.4121 -5.0908 0.2 0.1 0.1 -0.2946
C 5.0113 4.2072 -4.1590 -0.1 -0.2 0.1 0.1075
S 5.1732 5.8364 -4.1917 0.0 0.1 0.0 -0.3718
C 4.1889 3.4928 -3.1198 0.1 0.1 -0.1 1.3300
C 3.6280 4.2092 -2.0690 0.0 -0.1 0.1 -0.7641
C 2.8524 3.5486 -1.1383 0.0 0.0 0.0 -0.6671
N 2.6049 2.2326 -1.1844 -0.2 0.0 -0.1 0.8446
C 3.1617 1.5356 -2.1792 0.1 0.0 0.1 -1.1242
C 3.9476 2.1250 -3.1566 0.0 0.0 0.0 -0.9508
H 6.2150 3.8522 -5.7305 -0.1 0.0 0.0 0.2314
H 5.7070 2.4301 -4.9233 -0.1 0.0 0.0 0.1795
H 3.7990 5.2724 -1.9875 0.0 0.0 0.0 0.4145
H 2.3975 4.0847 -0.3158 0.0 0.0 0.0 0.4249
H 2.9486 0.4737 -2.1812 0.0 0.0 0.0 0.4310
H 4.3253 1.4790 -3.9365 0.0 0.0 0.0 0.2655
C -1.1696 -1.8510 -4.3608 0.0 0.0 0.0 -1.0240
Si -2.2450 -2.4482 -2.9450 -0.1 -0.1 0.0 0.6416
C -1.3442 -3.8975 -2.1663 0.1 0.0 0.0 -0.8321
C -3.9043 -2.9945 -3.6396 0.0 0.0 0.0 -1.1202
Sb -2.5140 -0.6268 -1.1871 0.1 0.3 0.0 -1.0175
Si -3.1359 -2.1393 0.7536 -0.1 -0.1 0.0 0.5671
C -4.2921 -3.5474 0.2787 0.0 0.0 0.0 -0.9647
C -4.0622 -1.0968 2.0173 0.0 0.0 0.0 -1.0721
C -1.5599 -2.8514 1.4781 0.0 0.0 0.0 -0.4134
Si -4.8243 0.3318 -1.6104 -0.1 -0.1 -0.1 0.7766
C -5.0924 1.6393 -0.2674 0.0 0.0 0.0 -1.0095
C -6.3160 -0.8129 -1.6224 0.0 0.0 0.0 -1.1472
C -4.7603 1.1879 -3.2905 0.0 0.0 0.0 -1.0828
H -0.9967 -2.6875 -5.0446 0.0 0.0 0.0 0.4197
H -0.2007 -1.5148 -3.9868 0.0 0.0 0.0 0.1969
H -1.6311 -1.0407 -4.9292 0.0 0.0 0.0 0.2267
H -1.1261 -4.6550 -2.9248 0.0 0.0 0.0 0.4222
H -1.9016 -4.3749 -1.3611 0.0 0.0 0.0 0.2497
H -0.3928 -3.5481 -1.7567 0.0 0.0 0.0 0.0838
H -3.7941 -3.8171 -4.3521 0.0 0.0 0.0 0.4354
H -4.3925 -2.1656 -4.1582 0.0 0.0 0.0 0.2586
H -4.5668 -3.3258 -2.8377 0.0 0.0 0.0 0.2619
H -5.2467 -3.1537 -0.0751 0.0 0.0 0.0 0.1820
H -4.4911 -4.1720 1.1553 0.0 0.0 0.0 0.3941
H -3.8914 -4.1925 -0.5030 0.0 0.0 0.0 0.2202
H -5.1199 -1.0335 1.7504 0.0 0.0 0.0 0.3305
H -3.6684 -0.0806 2.0771 0.0 0.0 0.0 0.0963
H -3.9927 -1.5450 3.0126 0.0 0.0 0.0 0.4404
H -0.8291 -3.0563 0.6930 0.0 0.0 0.0 0.0523
H -1.7660 -3.7820 2.0145 0.0 0.0 0.0 0.6309
H -1.0996 -2.1457 2.1705 0.0 0.0 0.0 -0.2429
H -5.9404 1.3817 0.3706 0.0 0.0 0.0 0.3403
H -5.2939 2.6154 -0.7166 0.0 0.0 0.0 0.4063
H -4.2132 1.7424 0.3716 0.0 0.0 0.0 0.0445
H -6.4353 -1.3255 -0.6663 0.0 0.0 0.0 0.2730
H -6.2284 -1.5702 -2.4030 0.0 0.0 0.0 0.2706
H -7.2287 -0.2386 -1.8079 0.0 0.0 0.0 0.4205
H -4.1544 2.0961 -3.2416 0.0 0.0 0.0 0.2281
H -5.7629 1.4673 -3.6261 0.0 0.0 0.0 0.3827
H -4.3215 0.5359 -4.0496 0.0 0.0 0.0 0.2348
```
Positions in Å, forces in eV/Å.

---

(3)
Molecular formula: C9H14
Method: DFT, the ωB97M-V functional and the def2-TZVPD basis

Computed properties:
- SMILES: Cc1ccccc1.CC
- LUMO level: 1.00 eV
- Energy above the lowest of the compared OMol25 structures with the same formula, charge and spin: 0.364 eV
- Orbital gap: 10.03 eV
- Total energy: -9559.818 eV

XYZ file:
```
23
Properties=species:S:1:pos:R:3:forces:R:3:mulliken_charge:R:1
C 2.5993 -1.8879 -0.1383 0.3 -0.3 0.2 -1.4005
C -1.3124 -1.4281 1.5351 -0.4 0.1 0.8 -0.3162
C -1.1156 -2.3742 0.5537 1.1 -0.4 0.0 -0.6101
C -0.2436 -0.6928 2.0494 -0.4 0.0 -0.6 -0.5876
C 0.1842 -2.5525 0.0607 -0.8 -0.2 0.0 -0.3088
C 0.9993 -0.7941 1.4603 0.3 -0.4 -0.1 -0.3722
C 1.2316 -1.7504 0.4650 0.1 0.3 -0.1 0.7643
H -2.2722 -1.2805 2.0246 0.0 -0.2 -0.3 0.3575
H -1.8490 -3.1016 0.2295 -0.4 0.4 0.0 0.3866
H -0.4544 -0.0535 2.8893 0.2 0.3 0.1 0.3874
H 0.3246 -3.3708 -0.6331 0.3 0.1 -0.2 0.3296
H 1.8443 -0.1989 1.7781 0.0 0.2 0.2 0.3669
H 3.2474 -2.5178 0.4713 0.0 0.0 0.3 0.2921
H 3.0987 -0.9218 -0.1985 0.0 0.0 -0.3 0.3572
H 2.5796 -2.3920 -1.1047 -0.1 0.3 -0.1 0.3555
C -0.8989 3.7073 -1.9285 -0.5 -0.2 0.3 -0.8487
C -1.2334 2.5844 -0.9152 -0.8 1.2 -0.5 -0.7589
H 0.1553 3.9220 -2.0315 0.3 -0.1 -0.1 0.2857
H -1.3153 3.4510 -2.9039 0.2 0.1 0.0 0.2668
H -1.3965 4.6317 -1.6195 0.2 0.0 0.0 0.2532
H -0.5556 2.5480 -0.0703 0.1 -0.2 0.0 0.2626
H -2.2390 2.8274 -0.5591 0.1 -0.1 0.4 0.2644
H -1.3784 1.6450 -1.4142 0.5 -0.7 0.0 0.2734
```
Positions in Å, forces in eV/Å.

---

(4)
Molecular formula: C37H52Cl2F5N4O18
Method: DFT, the ωB97M-V functional and the def2-TZVPD basis

Computed properties:
- LUMO level: -5.56 eV
- Orbital gap: 6.49 eV
- Total energy: -120627.168 eV
- Charge: +1

XYZ file:
```
118
Properties=species:S:1:pos:R:3:forces:R:3:mulliken_charge:R:1
C 2.2374 2.8220 2.4635 -0.2 0.1 0.3 -0.9045
C 1.4532 1.3827 2.1480 1.1 0.6 -0.7 -0.0928
C 0.1165 1.6980 1.2553 0.3 0.0 -1.0 -0.8355
C -0.0409 0.5204 0.1005 -0.2 -1.9 -2.3 0.4221
C 1.0332 0.6158 -1.1563 -3.2 -3.6 0.3 0.2733
C 2.1738 1.7787 -1.3454 0.1 -1.0 0.1 -0.4272
C 1.8634 2.7734 -2.6247 0.0 0.3 -0.2 -0.0901
C 1.1872 4.2119 -2.2192 2.3 5.0 0.7 0.1999
N -0.3444 4.2762 -2.0498 2.7 -1.5 -1.5 -0.4914
O 1.9169 5.3401 -2.0658 -4.7 -7.5 -1.1 -0.5456
C 0.8417 -0.6298 -2.2374 -1.1 0.6 2.2 -0.0475
C 1.9068 -0.5918 -3.5240 0.2 0.2 -2.2 -0.1158
C 1.2869 -0.0688 -4.9457 4.6 -1.1 -0.3 -0.4354
C 2.3541 0.0184 -6.2270 1.8 -1.3 4.3 -0.4055
C 3.9314 -0.4067 -5.9126 -4.0 0.0 3.1 -0.4107
C 4.2603 -0.9046 -4.3872 -2.1 1.1 -1.2 -0.1478
N 3.3200 -0.9979 -3.2191 -1.9 2.0 -5.6 -0.4833
C -0.3269 -1.8188 -2.0585 2.2 2.9 0.7 0.5960
C -0.2136 -2.9155 -3.2503 -0.4 0.4 -1.3 -0.3763
O 1.0847 -3.6681 -3.2891 -2.1 1.6 -1.3 -0.1661
N 1.4731 -4.0185 -2.0540 0.2 -5.4 1.9 0.3462
O 1.5881 -5.2555 -1.9851 0.1 4.9 -0.3 -0.3860
N -1.3361 -1.8046 -0.8863 2.3 3.2 -0.7 0.5137
C -2.3881 -2.8702 -0.8239 -3.1 -1.9 -0.1 0.4115
F -3.1343 -3.0748 -2.1295 3.1 0.9 3.9 -0.2968
F -3.5160 -2.7238 0.1027 4.1 0.5 -2.7 -0.2459
C -1.6223 -4.2735 -0.3276 -0.5 -2.7 2.2 0.7855
F -2.4627 -4.9111 0.7561 3.1 2.2 -3.9 -0.2669
F -1.5101 -5.2952 -1.3874 0.1 3.9 3.7 -0.2000
F -0.3507 -3.9022 0.3379 -4.2 -1.6 -2.7 -0.1338
C -1.1880 -0.6927 0.1731 1.8 2.3 0.0 -0.2374
C -2.0988 -0.5543 1.5274 -3.1 1.0 0.2 -0.2389
Cl -1.4428 -1.4424 3.0600 -0.8 1.3 -2.7 -0.0997
C -3.3886 0.1915 1.6566 3.6 -2.0 -0.8 0.4651
C -4.0354 0.9871 0.3626 -0.7 -0.7 1.4 -0.8288
Cl -4.2263 0.1346 3.3505 1.3 0.4 -3.3 -0.1386
H 1.4987 3.7378 2.2723 1.7 -2.0 0.5 0.2401
H 3.1993 2.9671 1.7767 -2.2 -0.4 1.5 0.2474
H 2.5804 2.8499 3.5907 -0.7 0.1 -2.4 0.2677
H 2.1912 0.7672 1.4395 -1.7 1.0 1.8 0.1625
H 1.2606 0.7911 3.1388 0.2 1.1 -2.1 0.3723
H -0.8572 1.9127 1.8624 1.9 -0.8 -1.1 0.3519
H 0.3491 2.6980 0.6462 -0.6 -2.2 1.2 0.2867
H 3.1907 1.2222 -1.5998 -2.3 0.9 0.6 0.4757
H 2.3523 2.3509 -0.3293 -0.6 -1.1 -2.2 -0.1570
H 2.8973 2.9601 -3.1599 -2.2 -0.1 1.2 0.3512
H 1.1494 2.2590 -3.4079 1.5 0.9 1.7 0.1357
H -0.7219 3.2893 -2.1330 0.6 1.5 0.0 0.2227
H -0.6867 4.7897 -2.8956 0.3 -0.2 1.2 0.3100
H 0.1660 0.2454 -5.1419 2.5 -0.8 0.7 0.4139
H 2.0192 0.4001 -7.2836 0.6 -0.8 2.3 0.3889
H 4.7653 -0.3487 -6.7317 -1.8 -0.2 1.8 0.3390
H 5.4010 -1.1841 -4.1693 -3.0 0.6 -0.3 0.3230
H -0.2296 -2.3112 -4.2802 0.1 -1.3 2.4 0.3556
H -1.0345 -3.7260 -3.3364 1.2 1.6 0.7 0.0949
H -4.9412 0.3247 -0.0172 2.0 1.4 0.7 0.3094
H -4.4975 2.0079 0.7419 1.2 -2.1 -0.9 0.3643
H -3.2284 1.1183 -0.4758 -1.6 -0.2 1.8 0.1970
C 1.1818 -3.8270 3.1695 -0.1 0.0 -0.4 -0.4236
O 1.4832 -4.2787 4.4883 0.8 0.2 0.4 -0.3008
C 2.7425 -3.9897 4.9032 0.5 0.2 0.0 0.6815
O 3.5928 -3.3985 4.2562 -1.3 -0.8 0.9 -0.5472
O 2.8918 -4.4723 6.1625 -0.4 0.4 -1.2 -0.3132
C 4.1786 -4.2390 6.7316 0.5 0.1 0.3 -0.6138
H 0.1507 -4.1116 2.9422 0.2 -0.1 0.3 0.2282
H 1.2594 -2.7368 3.1076 0.2 -0.2 0.0 0.1280
H 1.8403 -4.3056 2.4375 0.0 0.2 0.1 0.3283
H 4.3762 -3.1653 6.8122 0.0 -0.2 -0.2 0.2896
H 4.9571 -4.7341 6.1421 -0.1 0.2 0.0 0.2897
H 4.1856 -4.6665 7.7381 -0.3 0.0 -0.3 0.2254
C -7.2288 -5.2921 -7.1426 -0.2 0.2 -0.6 -0.6073
O -6.9273 -5.7438 -5.8237 1.1 0.2 0.6 -0.3162
C -5.6681 -5.4548 -5.4089 0.1 0.1 -0.4 0.7197
O -4.8178 -4.8637 -6.0558 -1.1 -0.8 1.0 -0.5525
O -5.5187 -5.9375 -4.1495 -0.2 0.3 -0.9 -0.3351
C -4.2319 -5.7042 -3.5804 0.4 0.0 0.2 -0.5115
H -8.2598 -5.5768 -7.3698 0.2 -0.1 0.3 0.2233
H -7.1511 -4.2019 -7.2044 0.1 -0.2 0.0 0.2865
H -6.5702 -5.7708 -7.8745 0.0 0.2 0.2 0.2871
H -4.0344 -4.6304 -3.4999 0.0 -0.3 -0.2 0.1734
H -3.4535 -6.1993 -4.1699 -0.1 0.2 0.0 0.3436
H -4.2250 -6.1316 -2.5739 -0.3 0.0 -0.2 0.3026
C -1.2229 1.4351 -11.2899 -0.1 -0.6 -0.2 -0.6040
O -0.9693 2.8194 -11.0583 0.5 0.4 1.1 -0.3029
C -0.4112 3.0905 -9.8516 0.0 0.0 -0.1 0.7805
O -0.1253 2.2705 -8.9931 -0.3 1.0 -1.0 -0.5392
O -0.2261 4.4320 -9.7653 -0.2 -1.1 -0.2 -0.2907
C 0.3586 4.8660 -8.5389 0.2 0.2 0.4 -0.5909
H -1.6689 1.3348 -12.2833 0.1 0.3 0.2 0.2244
H -0.2894 0.8635 -11.2725 -0.2 0.1 0.1 0.2811
H -1.9319 1.0440 -10.5531 0.3 0.0 0.0 0.2796
H 1.3553 4.4315 -8.4114 -0.2 0.0 0.0 0.2734
H -0.2871 4.6120 -7.6921 0.2 -0.1 -0.1 0.2579
H 0.4603 5.9540 -8.5795 -0.1 -0.3 -0.3 0.2311
C 1.5970 4.0567 7.5914 -0.3 -0.4 0.0 -0.3733
O 2.4162 5.1897 7.8732 0.6 0.5 -0.8 -0.2817
C 3.1217 5.6473 6.8083 0.1 0.0 -0.2 0.7745
O 3.1038 5.1782 5.6811 0.0 0.6 1.5 -0.5301
O 3.8507 6.7172 7.2147 -0.7 -1.0 -0.2 -0.3223
C 4.6491 7.3066 6.1904 0.3 0.3 -0.4 -0.6014
H 1.0793 3.7764 8.5129 0.2 0.3 -0.1 -0.0084
H 0.8448 4.3027 6.8352 0.2 -0.1 0.0 0.2859
H 2.2093 3.2083 7.2689 -0.1 0.2 -0.1 0.2738
H 4.0189 7.6825 5.3780 0.1 -0.2 0.1 0.2835
H 5.3834 6.5882 5.8117 -0.2 0.1 0.0 0.2836
H 5.1885 8.1519 6.6266 -0.3 -0.3 0.2 0.2229
C -2.0168 -1.2092 8.1311 -0.1 -0.5 -0.1 -0.5777
O -1.7632 0.1751 8.3628 0.4 0.4 0.8 -0.2645
C -1.2051 0.4462 9.5695 0.2 -0.4 0.5 0.7361
O -0.9192 -0.3738 10.4279 -0.4 1.3 -1.3 -0.5318
O -1.0200 1.7876 9.6558 -0.2 -1.0 -0.3 -0.3030
C -0.4353 2.2217 10.8821 0.2 0.2 0.5 -0.7127
H -2.4628 -1.3095 7.1378 0.1 0.3 0.2 0.1728
H -1.0833 -1.7808 8.1486 -0.2 0.1 0.2 0.2798
H -2.7258 -1.6004 8.8679 0.3 0.0 0.0 0.2950
H 0.5614 1.7872 11.0097 -0.3 -0.1 0.1 0.3241
H -1.0810 1.9677 11.7289 0.2 -0.1 -0.2 0.3607
H -0.3336 3.3097 10.8416 -0.2 -0.2 -0.3 0.2099
```
Positions in Å, forces in eV/Å.